Below is C21H53INO17P4S2 as an isolated structure, with properties calculated with ωB97M-V/def2-TZVPD.

XYZ file:
```
99
C21H53INO17P4S2, DFT ωB97M-V/def2-TZVPD
O -2.212 -1.724 -4.541
P -0.740 -1.857 -4.502
S -0.051 -2.900 -6.267
O 1.397 -2.824 -6.377
O -0.650 -2.144 -7.339
N -0.720 -4.380 -6.265
S 0.356 -5.605 -6.008
O -0.418 -6.830 -6.073
O 1.434 -5.703 -6.965
C 1.050 -5.583 -4.329
C 2.438 -4.897 -4.235
C 2.512 -3.886 -3.073
I 2.022 -4.756 -1.167
H -0.148 -0.562 -4.552
H -0.317 -2.509 -3.314
H 0.304 -5.206 -3.617
H 1.192 -6.641 -4.070
H 3.188 -5.675 -4.018
H 2.762 -4.406 -5.161
H 3.545 -3.512 -3.035
H 1.890 -3.001 -3.250
O 3.271 -1.330 0.866
P 4.225 -1.216 2.027
O 3.065 -1.284 3.208
C 2.499 -2.554 3.533
C 3.465 -3.432 4.310
O 4.462 0.410 1.905
C 4.302 1.085 0.654
C 2.907 1.664 0.532
O 5.414 -1.312 3.185
C 5.771 -0.234 4.058
C 4.662 0.320 4.926
H 2.168 -3.057 2.619
H 1.615 -2.357 4.141
H 4.318 -3.721 3.691
H 2.969 -4.343 4.649
H 3.862 -2.902 5.176
H 4.531 0.424 -0.181
H 5.038 1.892 0.626
H 2.137 0.945 0.809
H 2.714 2.000 -0.487
H 2.796 2.520 1.202
H 6.251 0.559 3.485
H 6.544 -0.644 4.713
H 3.900 0.832 4.340
H 5.073 1.045 5.632
H 4.167 -0.471 5.489
O 0.431 3.622 -0.992
P -0.926 3.919 -1.553
O -0.598 5.214 -2.509
C 0.074 4.987 -3.751
C -0.834 4.341 -4.783
O -1.552 4.652 -0.215
C -0.976 4.443 1.074
C -0.002 5.557 1.415
O -2.440 3.705 -2.161
C -3.559 4.537 -1.836
C -3.401 6.011 -2.140
H 0.966 4.377 -3.584
H 0.402 5.962 -4.112
H -1.105 3.324 -4.488
H -0.338 4.290 -5.753
H -1.762 4.902 -4.889
H -0.503 3.465 1.135
H -1.792 4.445 1.800
H 0.683 5.771 0.595
H 0.584 5.296 2.298
H -0.546 6.480 1.623
H -3.845 4.380 -0.796
H -4.385 4.150 -2.438
H -2.656 6.483 -1.503
H -4.349 6.526 -1.971
H -3.099 6.170 -3.176
O -3.652 0.049 4.514
P -3.062 -0.954 3.567
O -2.734 -0.005 2.270
C -1.613 0.878 2.335
C -0.295 0.130 2.231
O -4.470 -1.677 3.110
C -5.648 -1.576 3.907
C -6.534 -0.444 3.419
O -2.203 -2.235 2.989
C -2.655 -3.098 1.932
C -2.967 -2.425 0.614
H -1.654 1.467 3.256
H -1.705 1.567 1.495
H -0.132 -0.503 3.108
H 0.540 0.828 2.160
H -0.285 -0.523 1.358
H -5.399 -1.461 4.961
H -6.184 -2.523 3.811
H -5.973 0.475 3.249
H -7.327 -0.238 4.141
H -6.997 -0.713 2.468
H -3.501 -3.691 2.279
H -1.837 -3.803 1.771
H -3.839 -1.776 0.681
H -3.180 -3.180 -0.145
H -2.129 -1.817 0.273
```

For the HOMO-LUMO gap, the calculation gives 6.56 eV. Its LUMO energy is 0.24 eV. The total charge is -1.